1.
Density functional theory data (ωB97M-V/def2-TZVPD) for C17H39IrOP3Se as an isolated structure.

Each line ends with the Löwdin charge.
CARTESIAN COORDINATES (ANGSTROEM)
Ir -0.131 0.263 0.082  0.68
P 0.861 1.597 -1.465  0.64
P -1.470 1.941 1.014  0.67
P 2.655 -1.473 0.068  0.86
H -1.610 -0.880 2.229  0.05
C -0.594 -1.043 1.860  -0.22
C 0.405 -0.131 2.288  -0.16
H 0.106 0.759 2.847  0.07
C 0.273 1.298 -3.170  -0.24
C 0.723 3.414 -1.275  -0.21
C 2.682 1.568 -1.660  -0.22
C -2.536 1.586 2.463  -0.20
C -0.486 3.324 1.672  -0.21
C -2.679 2.617 -0.197  -0.24
C 2.424 -2.875 1.149  -0.18
C 4.158 -0.598 0.539  -0.17
C 2.714 -2.067 -1.633  -0.18
H -0.338 -2.082 1.598  0.07
H 1.437 -0.460 2.440  0.07
H 0.912 1.849 -3.880  0.09
H -0.768 1.632 -3.283  0.06
H 0.323 0.224 -3.394  0.05
H 1.054 3.893 -2.212  0.10
H 1.397 3.734 -0.465  0.06
H -0.302 3.737 -1.053  0.03
H 2.939 2.165 -2.551  0.09
H 3.067 0.550 -1.801  0.01
H 3.151 2.029 -0.776  0.05
H -3.326 2.343 2.506  0.08
H -1.938 1.644 3.374  0.07
H -3.003 0.604 2.390  0.05
H -0.860 4.278 1.301  0.09
H 0.574 3.214 1.449  0.00
H -0.570 3.312 2.764  0.07
H -3.460 3.147 0.363  0.08
H -3.163 1.801 -0.759  -0.01
H -2.222 3.297 -0.917  0.05
H 3.092 -3.656 0.755  0.10
H 1.393 -3.255 1.154  0.06
H 2.727 -2.632 2.179  0.09
H 4.965 -0.868 -0.148  0.09
H 4.432 -0.891 1.561  0.08
H 3.994 0.487 0.523  0.04
H 3.197 -3.056 -1.648  0.09
H 3.263 -1.404 -2.316  0.07
H 1.682 -2.183 -2.004  0.06
C -2.805 -2.211 -1.019  -0.47
C -3.098 -2.748 0.240  -0.01
C -3.802 -3.955 0.343  0.09
C -4.195 -4.645 -0.803  0.05
C -3.892 -4.123 -2.070  0.08
C -3.175 -2.931 -2.186  0.03
Se -2.057 -0.422 -1.217  0.96
H 1.681 -0.328 0.265  -0.09
H -2.770 -2.198 1.121  0.10
H -4.025 -4.334 1.340  0.16
H -4.728 -5.593 -0.703  0.16
H -4.215 -4.662 -2.961  0.16
H -2.913 -2.539 -3.169  0.15
O 2.777 2.584 1.937  -0.07
H 2.977 1.921 2.621  0.06
H 3.095 3.428 2.301  0.09

Output
* total charge: +4
* energy: -4274.4965 hartree
* E_LUMO (alpha / beta): -11.95 / -16.29 eV
* energy relative to the best compared isomer or geometry (same formula, charge and spin): 0.0 kcal/mol
* multiplicity: 6


2.
Density functional theory data (ωB97M-V/def2-TZVPD) for an isolated molecule of C3H6N2O3.

Each line ends with the Löwdin charge.
CARTESIAN COORDINATES (ANGSTROEM)
H 0.359 -3.027 -0.024  0.03
N 1.162 -2.891 -0.596  0.09
C 1.382 -1.685 -0.916  -0.27
N 0.772 -0.526 -0.242  -0.08
O -0.413 -0.889 0.405  -0.16
C -0.682 0.239 1.243  -0.17
O -1.324 1.356 0.619  -0.01
C -0.915 2.273 -0.235  -0.43
O 0.104 2.366 -0.726  0.13
H 2.064 -1.038 -1.774  0.17
H 0.339 0.336 -0.929  0.18
H 0.437 0.494 1.546  0.18
H -1.541 -0.097 1.933  0.17
H -1.744 3.089 -0.304  0.18

Output
* energy: -452.9878 hartree
* E_LUMO: 0.73 eV
* energy relative to the best compared isomer or geometry (same formula, charge and spin): 133.8 kcal/mol


3.
Density functional theory data (ωB97M-V/def2-TZVPD) for C20H26AlN3O4 as an isolated structure.

Each line ends with the Löwdin charge.
CARTESIAN COORDINATES (ANGSTROEM)
Al 0.074 0.121 -0.115  0.13
C 0.208 3.878 1.883  0.03
C -0.095 2.498 1.432  -0.18
N 0.337 1.983 0.339  0.04
N 1.365 2.516 -0.388  0.15
C 2.108 1.526 -0.820  -0.34
O 1.757 0.255 -0.596  0.02
C 3.322 1.792 -1.580  -0.17
C 4.130 0.729 -1.996  -0.01
C 5.256 0.973 -2.759  -0.05
C 5.584 2.275 -3.115  -0.04
C 4.791 3.337 -2.695  -0.05
C 3.665 3.103 -1.930  -0.01
C -0.662 1.463 2.323  -0.16
C -1.259 1.734 3.540  0.04
C -1.470 0.694 4.438  0.01
C -1.056 -0.583 4.098  0.00
C -0.516 -0.790 2.839  -0.07
N -0.342 0.195 1.959  0.11
H 0.813 4.375 1.130  0.09
H -0.715 4.442 2.037  0.11
H 0.749 3.870 2.831  0.11
H 3.872 -0.281 -1.712  0.11
H 5.883 0.149 -3.071  0.12
H 6.459 2.465 -3.723  0.12
H 5.058 4.351 -2.959  0.12
H 3.039 3.916 -1.591  0.12
H -1.531 2.750 3.795  0.14
H -1.928 0.884 5.400  0.13
H -1.137 -1.405 4.794  0.13
H -0.201 -1.779 2.529  0.13
C 0.031 1.429 -3.153  0.02
O -0.564 0.586 -2.136  -0.18
C -1.933 0.281 -2.445  -0.11
C -2.688 0.486 -1.157  -0.07
O -1.931 -0.165 -0.117  -0.13
C -2.289 -1.521 0.209  -0.07
C -1.232 -2.467 -0.351  -0.08
O 0.028 -1.770 -0.297  -0.17
C 1.164 -2.644 -0.551  0.05
H -0.135 0.984 -4.133  0.12
H -0.408 2.426 -3.111  0.12
H 1.095 1.499 -2.982  0.09
H -2.310 0.950 -3.217  0.15
H -2.000 -0.748 -2.806  0.15
H -2.711 1.545 -0.904  0.15
H -3.704 0.099 -1.193  0.15
H -2.324 -1.589 1.293  0.13
H -3.276 -1.763 -0.180  0.16
H -1.184 -3.370 0.258  0.16
H -1.434 -2.747 -1.386  0.15
H 1.264 -3.358 0.265  0.12
H 1.010 -3.173 -1.490  0.12
H 2.047 -2.020 -0.615  0.10

Output
* total charge: +2
* energy: -1484.9711 hartree
* E_LUMO: -6.81 eV


4.
Density functional theory data (ωB97M-V/def2-TZVPD) for C4H8N2S as an isolated structure.

Each line ends with the Löwdin charge.
CARTESIAN COORDINATES (ANGSTROEM)
C -0.998 -1.052 0.908  -0.50
C -2.142 -0.355 1.484  -0.12
C 1.573 1.539 -1.177  -0.19
C 1.098 0.184 -1.266  -0.28
N -0.652 -2.247 0.655  -0.10
N 0.662 -2.111 0.488  -0.45
S 0.872 -0.476 0.751  1.01
H -2.585 0.517 0.916  0.09
H -1.909 0.095 2.539  0.11
H -2.829 -1.044 1.868  0.05
H 0.890 2.058 -0.598  0.05
H 2.608 1.685 -0.949  0.08
H 1.283 1.815 -2.232  0.11
H 1.881 -0.622 -1.568  0.11
H 0.248 0.013 -1.820  0.05

Output
* energy: -664.6992 hartree
* E_LUMO: 0.27 eV
* energy relative to the best compared isomer or geometry (same formula, charge and spin): 146.6 kcal/mol


Listing max |F| for the structures above in their given order: 3.80, 6.74, 0.87, 6.29 eV Å⁻¹.